Here is the ion C9H24B3O4 with charge -1 from the OMol25 dataset. Energies are from wB97M-V/def2-TZVPD.

- 2S+1: 1
- Total charge: -1
- Energy relative to the best compared isomer or geometry (same formula, charge and spin): 0.0 kJ/mol
- E_LUMO: 3.13 eV

Each line ends with the natural charge from an NBO analysis.
Element x y z (Å)
1 C 3.76 2.09 1.16  -1.00
2 B 3.00 1.28 0.01  0.80
3 O 3.21 1.81 -1.26  -0.92
4 B 2.09 -0.15 0.38  0.05
5 C 2.64 -1.42 -0.58  -1.07
6 B 3.96 -1.87 0.05  1.17
7 O 3.99 -2.68 1.21  -0.97
8 O 5.18 -1.45 -0.44  -0.92
9 O 0.58 0.05 0.31  -0.73
10 C 0.02 0.00 -0.95  -0.01
11 C -1.44 0.45 -0.88  -0.23
12 C -1.55 1.88 -0.33  -0.62
13 C -2.29 -0.54 -0.10  -0.38
14 C -3.79 -0.18 -0.09  -0.22
15 C -4.28 0.32 1.29  -0.61
16 C -4.62 -1.41 -0.50  -0.59
17 H 3.04 2.27 1.96  0.22
18 H 4.55 1.45 1.56  0.22
19 H 4.19 3.02 0.79  0.19
20 H 2.49 1.59 -1.85  0.48
21 H 2.34 -0.45 1.56  -0.11
22 H 2.81 -1.12 -1.62  0.21
23 H 1.92 -2.26 -0.58  0.23
24 H 4.03 -2.11 1.97  0.49
25 H 5.87 -2.07 -0.20  0.47
26 H 0.03 -1.03 -1.36  0.15
27 H 0.54 0.64 -1.68  0.12
28 H -1.81 0.45 -1.92  0.17
29 H -0.57 2.34 -0.23  0.23
30 H -2.05 1.91 0.64  0.20
31 H -2.14 2.52 -1.00  0.19
32 H -2.15 -1.53 -0.54  0.19
33 H -1.90 -0.59 0.91  0.22
34 H -3.97 0.59 -0.84  0.19
35 H -5.12 -0.28 1.63  0.19
36 H -4.59 1.37 1.25  0.20
37 H -3.50 0.25 2.04  0.21
38 H -4.49 -2.18 0.26  0.20
39 H -4.29 -1.80 -1.46  0.20
40 H -5.68 -1.16 -0.55  0.19